No. 1
The following is a quantum chemistry calculation of a 2-piece molecular cluster, C58H62N5O2 overall, from the OMol25 dataset.

Atoms and positions in Å:
C  3.79374  6.73468  0.45198
N  3.70205  5.29767  0.39130
C  4.76590  4.51881  0.02760
O  5.83341  4.92895  -0.41824
C  4.34387  3.06136  0.23418
C  5.04262  2.43384  1.44896
C  6.55127  2.55565  1.41758
C  7.24643  2.94990  2.56636
C  8.63647  3.09156  2.52674
C  9.34045  2.80059  1.35017
C  8.64237  2.39693  0.20406
C  7.25127  2.26388  0.24176
N  2.89086  3.20650  0.40145
C  2.03300  2.18074  0.26463
C  0.75865  2.13321  0.82826
C  -0.37706  1.65833  0.13663
C  -1.74081  1.91141  0.62970
C  -2.85475  1.80474  -0.22263
C  -4.07306  2.35915  0.15415
C  -4.22635  2.96249  1.41083
C  -5.45139  3.74510  1.75991
C  -3.19383  2.83532  2.33742
C  -1.96464  2.30292  1.96589
C  2.52525  4.56147  0.82500
C  2.37906  4.65272  2.34390
C  1.27026  5.11807  0.13906
H  4.70701  7.05800  -0.05236
H  2.92499  7.17751  -0.04184
H  3.81027  7.09524  1.48985
H  4.56467  2.47568  -0.67174
H  4.64047  2.90732  2.35822
H  4.74426  1.37063  1.49830
H  6.67774  3.18797  3.47059
H  9.16923  3.44012  3.41233
H  10.42810  2.89998  1.31690
H  9.16706  2.19986  -0.73161
H  6.69729  1.96448  -0.65074
H  2.40295  1.31463  -0.30099
H  0.63087  2.46079  1.86854
H  -0.26045  1.62378  -0.94697
H  -2.74169  1.32046  -1.19591
H  -4.91233  2.36017  -0.53943
H  -5.19614  4.78731  1.99481
H  -6.15750  3.74548  0.92714
H  -5.94171  3.32221  2.64210
H  -3.33057  3.19580  3.35728
H  -1.16799  2.22304  2.70417
H  3.33395  4.43868  2.84000
H  2.06811  5.67095  2.60559
H  1.61951  3.95161  2.70061
H  1.39131  5.06161  -0.94979
H  0.38538  4.55659  0.44118
H  1.13888  6.16648  0.42869
C  3.79297  -2.54227  -2.96795
C  2.30054  -2.44006  -2.85234
C  1.67699  -1.19373  -2.94532
C  0.28436  -1.09388  -2.88291
C  -0.45145  0.18376  -3.12867
C  -0.43054  -2.23286  -2.52297
N  -1.73734  -2.01403  -1.98086
C  -2.95641  -2.20928  -2.61497
C  -3.21578  -2.07310  -4.03778
C  -4.54952  -1.72944  -4.35553
C  -4.90961  -1.45164  -5.67214
C  -3.96209  -1.59168  -6.69749
C  -2.65531  -2.00927  -6.40025
C  -2.26346  -2.23230  -5.07604
N  -3.90053  -2.44694  -1.73953
N  -3.29381  -2.39086  -0.49107
C  -4.02531  -2.99234  0.58330
C  -4.63586  -4.23916  0.33084
C  -4.55179  -4.97524  -0.96980
C  -5.40830  -4.80838  1.34196
C  -5.55700  -4.19716  2.58927
C  -6.40086  -4.86484  3.63136
C  -4.94530  -2.96409  2.81099
C  -4.20034  -2.32451  1.81868
C  -3.68169  -0.94129  2.06046
C  -1.98081  -2.11733  -0.62885
C  -0.97091  -1.58608  0.30100
O  -0.56506  -0.38888  0.11358
C  -0.30328  -2.39883  1.28780
C  -0.53455  -3.84156  1.44015
C  0.78355  -1.73650  1.97913
C  0.58859  -0.48051  2.58003
C  1.63687  0.20005  3.18157
C  2.93559  -0.31420  3.10566
C  3.15225  -1.54762  2.48219
C  2.07486  -2.31970  2.05577
C  0.14527  -3.49949  -2.43313
C  -0.66071  -4.71762  -2.09998
C  1.52899  -3.58574  -2.63541
H  4.08767  -3.59275  -3.04231
H  4.16332  -2.00155  -3.84714
H  4.29086  -2.11352  -2.08853
H  2.25784  -0.27566  -3.07156
H  -1.00507  0.47122  -2.22514
H  0.25503  0.98175  -3.39596
H  -1.17983  0.08824  -3.94942
H  -5.27463  -1.66796  -3.54217
H  -5.93544  -1.14814  -5.88950
H  -4.24683  -1.39338  -7.73427
H  -1.93097  -2.16871  -7.20192
H  -1.24028  -2.54156  -4.83949
H  -5.06384  -5.93360  -0.82495
H  -5.06974  -4.43172  -1.76785
H  -3.52754  -5.20378  -1.29824
H  -5.89356  -5.76974  1.15130
H  -6.14864  -4.49792  4.62833
H  -7.46478  -4.67385  3.44632
H  -6.25421  -5.94869  3.60743
H  -5.07615  -2.46991  3.77863
H  -3.97685  -0.23974  1.26997
H  -4.08556  -0.55083  3.00689
H  -2.58574  -0.92137  2.13424
H  -0.42673  -4.09555  2.50934
H  -1.55229  -4.12194  1.14262
H  0.19026  -4.45479  0.87729
H  -0.41309  -0.03895  2.54311
H  1.43168  1.13292  3.70832
H  3.76794  0.25784  3.52553
H  4.16539  -1.93352  2.35338
H  2.21767  -3.33807  1.68566
H  -0.04106  -5.60759  -2.27374
H  -0.95819  -4.74452  -1.03941
H  -1.56518  -4.82562  -2.71656
H  2.01659  -4.56087  -2.57256

HOMO   -8.88 eV
E_LUMO   -3.2 eV
Net charge   +1

Here are the Mulliken charges for atoms 1 to 8, given in e: -0.9853 0.2210 -0.1503 -0.6750 -0.2649 -0.0274 0.5142 -0.4370

=====

No. 2
The following is a quantum chemistry calculation of a 5-piece molecular cluster, C8H27O5 overall, from the OMol25 dataset.

Atoms and positions in Å:
O  -32.66966  -2.22828  48.63039
H  -31.92965  -1.99520  48.15672
H  -32.48326  -2.12648  49.54265
H  -33.40192  -2.10115  48.18535
C  -36.07021  -1.11604  49.02184
O  -35.31134  -1.45048  47.81862
H  -37.22057  -1.28498  48.88806
H  -35.67250  -0.28761  49.32829
H  -35.82911  -1.83891  49.86494
H  -35.98818  -1.53648  47.11750
C  -32.74707  0.24734  51.24020
O  -32.64666  -1.16147  51.19516
H  -33.85383  0.75631  50.80397
H  -32.24377  1.07473  50.69840
H  -32.42243  0.63774  52.10849
H  -32.58462  -1.48498  52.11353
C  -31.54875  -2.50844  45.44173
C  -32.64438  -1.49191  45.21918
C  -34.08382  -1.99918  44.86297
O  -32.86538  -0.82555  46.37564
H  -31.13302  -2.75468  44.37834
H  -31.66990  -3.39035  45.99488
H  -30.71693  -2.03478  46.04993
H  -32.18680  -0.58210  44.59481
H  -34.81962  -1.14664  44.45938
H  -34.60264  -2.45710  45.71298
H  -34.06190  -2.75944  44.01694
H  -33.69365  -0.17197  46.30321
C  -28.92253  -0.67759  50.31247
C  -29.18043  -1.72750  49.09790
C  -29.71003  -3.07363  49.54845
O  -30.26847  -1.02516  48.42175
H  -29.89627  -0.35984  50.78966
H  -28.47311  0.28190  49.93661
H  -28.27468  -0.95680  50.96849
H  -28.25536  -1.92826  48.46572
H  -30.28505  -3.45437  48.83997
H  -30.29048  -3.00836  50.41860
H  -28.82777  -3.80206  49.89014
H  -29.96666  -0.52713  47.72388

HOMO   -13.05 eV
E_LUMO   -2.4 eV
Net charge   +1

Here are the Mulliken charges for atoms 1 to 8, given in e: 0.0498 0.1062 0.4418 0.3425 -0.6777 -0.4570 0.3061 0.2530

=====

No. 3
The following is a quantum chemistry calculation of C5H4O2 as an isolated structure, from the OMol25 dataset.

Atoms and positions in Å:
O  -1.18941  0.06108  -2.29382
C  -1.03447  0.81192  -1.43393
O  0.97715  0.92375  -0.55619
C  1.43261  -0.21544  -0.11601
C  0.56012  -1.03098  0.55624
C  -0.60106  -0.27046  0.84071
C  -0.76016  0.90624  0.13761
H  2.50013  -0.39951  -0.23643
H  0.80775  -1.99543  0.97797
H  -1.31195  -0.51274  1.62547
H  -1.38072  1.72156  0.49837

HOMO (alpha / beta)   -7.54 / -7.43 eV
E_LUMO (alpha / beta)   -0.2 / -0.7 eV
Net charge   0

Here are the Mulliken charges for atoms 1 to 8, given in e: -0.2757 0.3091 -0.5090 -0.0007 -0.6793 -0.0784 -0.3056 0.3770

=====

No. 4
The following is a quantum chemistry calculation of C29H77N11O7P5 as an isolated structure, from the OMol25 dataset.

Atoms and positions in Å:
C  -1.46552  5.22009  -6.31995
C  -1.79298  4.05521  -5.56193
C  -2.24473  2.95622  -4.38391
C  -2.81474  1.59746  -5.10348
C  -1.86039  0.26394  -4.89500
C  -0.35125  0.66965  -5.45770
C  0.72570  -0.58524  -5.39211
N  1.66984  -0.65045  -6.57842
P  2.75998  0.77148  -6.62765
N  2.74492  1.68354  -5.28717
P  2.76429  -2.10018  -6.48237
O  3.58320  -2.19993  -8.05404
O  4.04040  -1.80908  -5.29930
C  0.81796  -0.83868  -7.81747
C  -0.54764  0.09935  -7.82726
C  -0.83974  0.58261  -9.37126
C  -0.47374  2.15112  -9.68167
O  0.99273  2.29641  -9.84413
O  -0.53575  1.18629  -6.83588
H  -1.11705  6.32111  -6.62212
H  -1.34552  2.75234  -3.63303
H  -3.12784  3.42982  -3.73716
H  -3.03906  1.74620  -6.26599
H  -3.86037  1.34527  -4.61743
H  -2.36126  -0.60974  -5.53560
H  -1.84984  -0.13507  -3.78413
H  0.12001  1.52639  -4.77295
H  1.35503  -0.41927  -4.39163
H  0.17973  -1.62218  -5.26898
H  4.10814  0.31197  -6.81949
H  2.39108  1.66487  -7.73147
H  3.69307  1.72190  -4.83459
H  3.60048  -1.30015  -8.49534
H  4.89217  -2.03033  -5.81830
H  1.43398  -0.77055  -8.83296
H  0.42285  -1.96382  -7.77869
H  -1.46174  -0.60828  -7.52910
H  -1.99287  0.44521  -9.60790
H  -0.24428  -0.11820  -10.09631
H  -0.92594  2.86476  -8.87152
H  -1.01242  2.43846  -10.70751
H  1.43592  1.39343  -9.68307
O  -1.85839  -1.81515  -0.84373
P  -0.44010  -1.42224  -0.36280
N  -0.02270  -3.03196  0.02305
C  -0.79863  -3.83761  0.95064
C  0.26822  -3.83494  -1.17269
N  -0.97265  -0.50467  0.96675
C  -0.90167  -0.88357  2.36245
C  -2.19216  0.28494  0.75952
N  1.19044  -0.97052  0.19010
C  1.89585  -0.24486  -0.86950
C  2.14383  -1.82364  0.89535
H  -0.29805  -4.79432  1.13944
H  -1.80841  -4.03967  0.58323
H  -0.86869  -3.37252  1.92982
H  1.05665  -3.35771  -1.76355
H  -0.61498  -3.94395  -1.81076
H  0.63578  -4.83431  -0.91413
H  -1.71180  -1.56254  2.64418
H  -0.98023  0.00325  3.00798
H  0.04910  -1.34251  2.63072
H  -3.09083  -0.33286  0.87507
H  -2.20291  0.72682  -0.24586
H  -2.25488  1.11893  1.46361
H  2.20559  -0.92244  -1.67203
H  2.77880  0.27572  -0.48355
H  1.24289  0.51810  -1.30665
H  2.59636  -2.57306  0.23651
H  1.69999  -2.33877  1.75105
H  2.95620  -1.21565  1.31209
O  3.83854  -2.04214  3.91920
P  5.25684  -1.64922  4.40013
N  5.67423  -3.25894  4.78598
C  4.89831  -4.06459  5.71357
C  5.96516  -4.06192  3.59024
N  4.72428  -0.73165  5.72968
C  4.79527  -1.11055  7.12537
C  3.50477  0.05796  5.52245
N  6.88738  -1.19751  4.95303
C  7.59279  -0.47184  3.89343
C  7.84076  -2.05062  5.65828
H  5.39888  -5.02130  5.90237
H  3.88852  -4.26666  5.34616
H  4.82825  -3.59950  6.69275
H  6.75358  -3.58469  2.99938
H  5.08196  -4.17094  2.95216
H  6.33272  -5.06129  3.84880
H  3.98514  -1.78952  7.40711
H  4.71671  -0.22373  7.77091
H  5.74604  -1.56949  7.39365
H  2.60610  -0.55985  5.63800
H  3.49402  0.49984  4.51706
H  3.44206  0.89195  6.22654
H  7.90252  -1.14942  3.09090
H  8.47573  0.04874  4.27938
H  6.93983  0.29112  3.45628
H  8.29329  -2.80004  4.99944
H  7.39692  -2.56575  6.51398
H  8.65314  -1.44263  6.07502
O  -4.54068  1.80451  2.54766
P  -5.82441  1.91706  3.40591
N  -5.83653  3.62260  3.33315
C  -4.71272  4.42987  3.77693
C  -6.29251  4.12226  2.02868
N  -5.12358  1.28688  4.82187
C  -4.75135  2.03082  6.00702
C  -4.16078  0.19518  4.63523
N  -7.30026  2.04646  4.39259
C  -8.37865  1.26097  3.78676
C  -7.86651  3.26495  4.96596
H  -4.97006  5.49495  3.74736
H  -3.81895  4.27068  3.16757
H  -4.46520  4.24144  4.81772
H  -7.28088  3.71410  1.79415
H  -5.60734  3.83520  1.22420
H  -6.39770  5.21294  2.02309
H  -3.79004  2.53882  5.88654
H  -4.65847  1.35821  6.87206
H  -5.50068  2.76459  6.30138
H  -3.17069  0.57989  4.36254
H  -4.49659  -0.48811  3.84370
H  -4.05805  -0.40866  5.54079
H  -8.76904  1.75371  2.89015
H  -9.20269  1.09715  4.48937
H  -8.00965  0.27229  3.49363
H  -8.34126  3.89827  4.20833
H  -7.12722  3.86429  5.50338
H  -8.63065  3.01056  5.71070

HOMO   -9.10 eV
E_LUMO   -3.3 eV
Net charge   +1

Here are the Mulliken charges for atoms 1 to 8, given in e: -0.6430 -0.0921 -0.1102 -0.5398 -0.5040 -0.0134 -0.7334 0.3021

=====

Number 1: E -72691.0412 eV. Number 2: E -18958.7224 eV. Number 3: E -9339.9025 eV. Number 4: E -108462.4971 eV.